*1*
Here is a cluster of 2 separate species, CH6NO2 in total from OMol25. Energies are from ωB97M-V/def2-TZVPD.

CARTESIAN COORDINATES (ANGSTROEM)
1 N -0.0292 1.5463 0.4239
2 C 1.0145 0.3902 0.4689
3 O 0.5372 -0.8184 0.0889
4 H -0.8815 0.9892 0.6686
5 H -0.0901 1.7131 -0.6234
6 H 1.5737 0.4970 1.3879
7 H 1.8465 0.7301 -0.2762
8 H -0.5363 -1.5130 -0.6616
9 H -1.9282 -1.7437 -0.3035
10 O -1.5066 -1.7908 -1.1735

Output
E_HOMO = -3.4 eV
net charge = -1
Kohn-Sham gap = 8.2 eV



*2*
Here is a cluster of 2 separate species, CH6NO2 in total from OMol25. Energies are from ωB97M-V/def2-TZVPD.

CARTESIAN COORDINATES (ANGSTROEM)
1 O -1.0201 -2.3898 -0.8272
2 H -1.5885 -2.0334 -0.1360
3 N -0.4580 0.2067 -0.3340
4 C 0.6985 0.4756 0.4003
5 O 0.9512 1.8553 0.9429
6 H -0.5417 -1.5115 -0.9342
7 H -0.4864 0.9585 -1.0305
8 H 0.7333 -0.1645 1.2830
9 H 1.6398 0.3624 -0.1855
10 H 0.0718 2.2407 0.8213

Output
E_HOMO = -2.5 eV
net charge = -1
Kohn-Sham gap = 7.1 eV



Which of them is least stable? Easy: *2*.



*1*
Here is a cluster of 2 separate species, CH6NO2 in total from OMol25. Energies are from ωB97M-V/def2-TZVPD.

CARTESIAN COORDINATES (ANGSTROEM)
1 N 0.1993 1.4883 0.1898
2 C 0.8097 0.1130 0.1927
3 O 0.2278 -0.7533 1.0216
4 H 0.2061 1.8848 1.1318
5 H -0.7267 1.1835 0.0945
6 H 1.9044 0.2372 0.2525
7 H 0.9126 -0.2715 -0.8838
8 H -0.8747 -1.1505 0.0781
9 H -1.1035 -1.3274 -1.4975
10 O -1.5550 -1.4040 -0.5796

Output
E_HOMO = -3.2 eV
net charge = -1
Kohn-Sham gap = 7.9 eV



*2*
Here is a cluster of 2 separate species, CH6NO2 in total from OMol25. Energies are from ωB97M-V/def2-TZVPD.

CARTESIAN COORDINATES (ANGSTROEM)
1 O -2.1821 -0.9194 1.2537
2 H -2.6254 -1.3553 0.5530
3 N 0.1978 -0.5403 -0.0567
4 C 0.6217 0.8084 -0.1750
5 O 1.9097 0.9703 -0.8065
6 H -1.2631 -0.7572 0.8638
7 H 0.4760 -1.0081 -0.9195
8 H 0.6738 1.2499 0.8449
9 H -0.0620 1.4907 -0.7293
10 H 2.2537 0.0609 -0.8284

Output
E_HOMO = -2.2 eV
net charge = -1
Kohn-Sham gap = 6.7 eV



*3*
Here is a cluster of 2 separate species, CH6NO2 in total from OMol25. Energies are from ωB97M-V/def2-TZVPD.

CARTESIAN COORDINATES (ANGSTROEM)
1 N -0.3427 0.8580 1.2744
2 C 0.2776 1.1552 -0.0750
3 O 0.3008 0.1350 -0.9443
4 H -1.2107 0.3479 1.2251
5 H 0.3898 0.3266 1.7230
6 H -0.2565 2.0477 -0.4480
7 H 1.3091 1.4572 0.2144
8 H -0.1749 -1.3257 -0.7489
9 H 0.1329 -2.6969 -1.4451
10 O -0.4254 -2.3050 -0.7756

Output
E_HOMO = -3.0 eV
net charge = -1
Kohn-Sham gap = 7.8 eV



Which of them is least stable? Easy: *2*.